A cluster of 2 separate species, C2H6FNO2 in total. Source: OMol25; level of theory: ωB97M-V with the def2-TZVPD basis set.

Structure (XYZ):
```
12
Properties=species:S:1:pos:R:3:mulliken_charge:R:1
N 2.2368 -0.2372 -0.2286 -0.649
C 0.9879 -0.8500 0.3229 -0.470
C -0.0811 0.3086 0.2429 0.683
O 0.2488 1.3394 -0.3166 -0.528
O -1.2801 0.2907 0.9064 -0.397
H 2.4123 0.6420 0.1742 0.280
H 2.0939 -0.0384 -1.2032 0.270
H 0.7886 -1.8351 -0.1007 0.329
H 1.1763 -1.0767 1.4682 0.264
H -1.5487 -0.4850 0.9635 0.222
F -1.8180 -0.5942 -0.7144 -0.424
H -1.4084 0.0098 -1.3850 0.419
```

Summary:
SMILES string: NCC(=O)O.F
DFT total energy in eV: -10471.0773
E_HOMO in eV: -9.74
Gap between HOMO and LUMO in eV: 10.2
Relative energy (zero: lowest compared OMol25 entry of this formula, charge and spin) in eV: 0.0000
Largest force on an atom in eV Å⁻¹: 14.54